No. 1
The following is a quantum chemistry calculation of C7H9FN2 in the gas phase, from the OMol25 dataset.

Atoms and positions in Å:
C 2.871 1.151 0.062
C 1.611 1.099 -0.442
C 2.047 -0.832 0.392
C -2.296 -0.391 0.141
C -1.807 0.143 1.318
C -1.292 -0.007 -1.099
C -0.080 -0.664 -0.792
N 3.077 -0.058 0.593
N 1.103 -0.099 -0.238
F -0.173 -1.985 -0.390
H 3.554 1.938 0.282
H 1.033 1.737 -1.040
H 1.765 -1.763 1.017
H -2.252 -1.394 -0.013
H -3.220 -0.023 -0.259
H -0.782 -0.180 1.538
H -2.364 0.734 2.005
H -1.721 -0.415 -1.966
H -1.074 1.011 -1.108

## Properties
Net charge: 0
E in hartree: -481.3309
Orbital gap (alpha / beta) in eV: 7.570 / 8.314
Energy relative to the best compared isomer or geometry (same formula, charge and spin) in kJ/mol: 407.12

=====

No. 2
The following is a quantum chemistry calculation of a gas-phase ion, C7H9IN (charge +1), from the OMol25 dataset.

Atoms and positions in Å:
C -2.036 0.054 0.875
C -2.832 0.932 0.810
C 0.088 -1.033 -0.442
C 1.370 0.789 -2.221
C -0.802 -0.878 0.921
C 0.823 0.215 -0.828
C 0.381 1.476 -1.424
N -0.002 -0.304 2.076
I -1.187 2.881 -1.373
H 0.741 -1.838 -0.153
H -0.723 -1.466 -1.090
H 2.411 0.829 -2.101
H 0.953 0.327 -3.099
H -1.237 -1.849 1.110
H 1.642 0.497 -0.106
H -0.152 0.649 2.090
H 0.957 -0.622 1.940
H -0.394 -0.659 3.014

## Properties
Net charge: +1
E in hartree: -623.9841
Orbital gap (alpha / beta) in eV: 4.511 / 4.506
Energy relative to the best compared isomer or geometry (same formula, charge and spin) in kJ/mol: 341.42

=====

No. 3
The following is a quantum chemistry calculation of 2 unconnected molecules or ions with the total composition C7H9IN2S, from the OMol25 dataset.

Atoms and positions in Å:
C -2.188 3.688 0.914
C -1.265 2.862 0.285
C -3.370 1.981 0.208
C -1.442 0.716 -0.833
C 0.530 -1.590 -0.993
C 0.488 -0.242 1.148
C 0.743 -0.290 -0.295
N -3.412 3.130 0.860
N -1.985 1.792 -0.218
S -2.132 -0.371 -1.697
I 2.539 0.843 -0.835
H -2.085 4.610 1.410
H -0.214 2.794 0.117
H -4.167 1.372 0.063
H 1.191 -1.563 -1.867
H -0.531 -1.757 -1.345
H 0.786 -2.567 -0.367
H -0.463 -0.771 1.206
H 1.101 -0.877 1.765
H 0.283 0.747 1.597

## Properties
Net charge: 0
E in hartree: -1077.3689
Orbital gap (alpha / beta) in eV: 7.374 / 7.228

=====

No. 4
The following is a quantum chemistry calculation of a molecular structure, C7H9IN3, from the OMol25 dataset.

Atoms and positions in Å:
C 3.303 1.618 -0.731
C 3.160 0.228 -0.954
C 2.191 2.330 -0.356
C 1.904 -0.344 -1.022
C 0.928 1.752 -0.276
C 0.731 0.419 -0.714
C -2.742 -1.609 0.935
N -2.972 -0.336 1.242
N -0.511 -0.071 -0.899
N -3.728 -2.470 1.042
I -0.830 -1.943 -0.604
H 4.309 1.946 -0.839
H 4.106 -0.126 -1.179
H 2.288 3.321 -0.059
H 1.674 -1.427 -1.244
H 0.158 2.282 0.094
H -2.176 0.232 1.303
H -3.819 -0.186 1.699
H -4.444 -2.194 1.716
H -3.530 -3.421 0.847

## Properties
Net charge: +1
E in hartree: -733.6987
Orbital gap (alpha / beta) in eV: 6.987 / 6.164
Energy relative to the best compared isomer or geometry (same formula, charge and spin) in kJ/mol: 300.24

=====

No. 5
The following is a quantum chemistry calculation of a gas-phase ion, C7H9INO (charge +1), from the OMol25 dataset.

Atoms and positions in Å:
C 0.508 1.914 -1.270
C 0.564 1.689 0.072
C 0.630 0.750 -2.121
C 0.591 -0.790 -1.151
C 0.682 -2.019 -1.835
C 0.914 0.405 0.773
C -1.381 -0.622 0.332
N 0.101 -0.689 0.257
O 0.550 -3.113 -1.264
I 0.766 0.694 -4.109
H 0.263 2.933 -1.683
H 0.212 2.486 0.661
H 0.963 -1.819 -2.885
H 1.905 0.177 0.640
H 0.645 0.529 1.909
H -1.745 -0.594 1.357
H -1.770 0.295 -0.247
H -1.694 -1.470 -0.295
H 0.512 -1.561 0.721

## Properties
Net charge: +1
E in hartree: -699.3948
SMILES string: C[N@@H+]1CC=CC(I)=C1C=O
Orbital gap (alpha / beta) in eV: 6.315 / 7.760
Energy relative to the best compared isomer or geometry (same formula, charge and spin) in kJ/mol: 236.31

=====

No. 6
The following is a quantum chemistry calculation of a molecular structure, C7H9MnNO2, from the OMol25 dataset.

Atoms and positions in Å:
Mn 1.175 -0.275 0.836
C 4.279 1.909 0.329
H 4.013 2.259 -0.682
H 4.128 2.648 1.135
H 5.344 1.684 0.297
H 3.667 1.009 0.551
H 2.187 -1.303 1.618
O -1.929 2.243 1.003
C -1.083 1.406 0.694
O 0.217 1.469 0.835
C -1.640 0.161 0.053
C -2.976 -0.125 -0.287
C -3.264 -1.363 -0.891
C -2.191 -2.260 -1.091
C -0.890 -1.941 -0.692
N -0.640 -0.736 -0.117
H -3.719 0.655 -0.056
H -4.287 -1.598 -1.195
H -2.359 -3.227 -1.535
H -0.032 -2.614 -0.805

## Properties
<S²>: 8.76
Net charge: 0
E in hartree: -1628.3586
Orbital gap (alpha / beta) in eV: 8.747 / 9.286
Multiplicity: 6
Energy relative to the best compared isomer or geometry (same formula, charge and spin) in kJ/mol: 5.93

=====

No. 7
The following is a quantum chemistry calculation of C7H9N in the gas phase, from the OMol25 dataset.

Atoms and positions in Å:
C -1.991 0.035 -0.376
C -0.733 1.013 -0.084
C 0.762 1.046 -0.072
C 1.858 -0.071 -0.306
C 1.132 -1.310 -0.036
C -1.366 -1.174 0.208
C 0.039 0.452 1.002
H -2.054 0.125 -1.455
H -2.728 0.580 0.187
H -0.832 2.130 -0.020
H 1.158 2.045 -0.165
H 2.921 0.040 0.334
H 2.228 -0.168 -1.303
H 1.143 -2.194 -0.505
H -1.744 -2.106 -0.161
H 0.272 0.507 2.231
N -0.068 -0.948 0.520

## Properties
Net charge: 0
E in hartree: -326.6155
Orbital gap in eV: 6.798
Energy relative to the best compared isomer or geometry (same formula, charge and spin) in kJ/mol: 723.27

=====

No. 8
The following is a quantum chemistry calculation of 2 unconnected molecules or ions with the total composition C7H9N, from the OMol25 dataset.

Atoms and positions in Å:
C -2.049 0.947 0.437
C -2.952 0.965 -0.571
C 2.105 0.266 1.021
C 0.923 0.538 0.369
C 0.293 -0.383 -0.485
C 1.074 -1.512 -0.794
C 2.255 -1.733 -0.046
H -2.269 0.358 1.379
H -1.162 1.511 0.186
H -4.041 0.723 -0.590
H -2.560 1.508 -1.296
H 2.538 1.186 1.544
H 0.221 1.415 0.640
H -0.714 -0.066 -0.935
H 0.729 -2.206 -1.561
H 2.831 -2.601 -0.203
N 2.779 -0.915 0.908

## Properties
Net charge: 0
E in hartree: -326.7756
SMILES string: c1ccncc1.C=C
Orbital gap in eV: 10.384
Energy relative to the best compared isomer or geometry (same formula, charge and spin) in kJ/mol: 302.83